(1)
Computed, not measured: C51H57AsN5OsSi2Te as an isolated structure at a distorted geometry, with wB97M-V/def2-TZVPD.

charge: +1
F_max: 2.78 eV Å⁻¹
spin multiplicity: 1
molar mass: 1188.976 u
relative energy (zero: lowest compared OMol25 entry of this formula, charge and spin): 136.4 kJ/mol
highest occupied orbital energy (alpha / beta): -0.3413 / -0.3413 Ha

Each line ends with the Löwdin charge.
Cartesian coordinates (Å):
Os  0.33759  -0.74981  -0.40543  1.15
Te  -3.23776  1.45707  -0.24517  1.50
As  2.86118  -0.53600  -0.42450  1.29
Si  -2.48302  -1.80314  -1.82377  0.44
Si  0.45869  0.91101  2.91010  0.46
N  -1.61595  -1.26542  -0.33839  -0.20
N  -0.32608  -0.06854  1.64549  -0.09
N  -0.12017  2.37694  -0.00672  -0.06
N  0.16062  1.39201  -0.86909  -0.15
N  0.76247  -2.75995  -0.62752  -0.16
C  3.69504  1.04493  -2.82441  -0.12
C  0.80346  -2.87023  -3.16408  -0.04
C  4.46165  -2.95638  -0.07415  -0.08
C  -6.00037  2.61493  2.93840  -0.08
C  3.84185  -2.11823  -0.99142  -0.34
C  -7.08583  0.83054  1.74781  -0.08
C  -4.33516  -1.52516  -2.00296  -0.19
C  -6.01961  0.77389  0.85822  -0.14
C  3.96009  0.00273  1.06940  -0.33
C  -4.21724  4.39262  -3.33108  -0.08
C  5.70005  1.00638  2.96453  -0.06
C  5.69018  1.54551  1.68548  -0.01
C  -3.56642  3.26944  -1.29971  -0.51
C  -1.40272  -0.79311  1.94246  -0.35
C  3.81183  0.79100  -1.46724  -0.30
C  -0.78318  2.18964  3.52809  -0.15
C  -4.93890  1.63504  1.01080  -0.50
C  4.75367  1.47310  -0.69163  -0.18
C  -2.08274  -1.46614  0.87908  -0.38
C  1.03233  -3.62018  0.42361  -0.38
C  1.16439  -0.11013  4.31878  -0.15
C  -3.97068  5.62135  -2.73489  -0.08
C  -2.30489  -3.65916  -2.02221  -0.15
C  5.08437  -4.11843  -0.50837  -0.07
C  -3.51286  5.67472  -1.42478  -0.08
C  -3.21217  -2.29176  1.17690  -0.02
C  4.46528  -3.61405  -2.77340  -0.07
C  -3.30572  4.50262  -0.71087  -0.15
C  1.31363  -4.75037  -1.49572  -0.07
C  3.85551  -2.44745  -2.34209  -0.13
C  0.98282  -3.18217  1.85403  -0.05
C  -4.01372  3.21895  -2.61636  -0.14
C  5.07761  -4.45314  -1.85348  -0.07
C  -7.07389  1.74619  2.78999  -0.08
C  1.36457  -4.85100  -0.08287  -0.05
C  3.95951  -0.53085  2.34667  -0.12
C  0.95262  -3.46393  -1.79777  -0.42
C  -1.94218  -0.93612  3.26068  -0.03
C  1.83330  1.95869  2.16144  -0.15
C  4.82508  1.04174  0.72150  -0.19
C  0.67280  1.99831  -1.94207  -0.15
C  0.73733  3.37712  -1.74723  -0.02
C  4.83912  -0.03131  3.29813  -0.07
C  -3.03708  -1.70099  3.50007  -0.03
C  5.45249  2.67457  -2.65447  -0.06
C  4.52562  1.98108  -3.42347  -0.07
C  -1.67451  -0.73202  -3.14374  -0.17
C  -3.67760  -2.41022  2.44098  -0.04
C  -4.93271  2.55649  2.05334  -0.14
C  0.22148  3.57738  -0.48459  -0.07
C  5.56593  2.42692  -1.29456  -0.01
H  6.09933  3.40603  -3.12077  0.11
H  1.64524  -5.71333  0.50254  0.10
H  2.73626  1.87286  2.76700  0.04
H  -4.09455  3.23164  2.17690  0.08
H  -2.24313  0.18992  -3.28535  0.03
H  5.55462  -5.36531  -2.18748  0.11
H  -3.18139  -4.15581  -1.59917  0.04
H  -0.65711  -0.43826  -2.87389  -0.03
H  -4.21510  2.26329  -3.08502  0.09
H  -0.11601  -3.20226  -3.65023  0.07
H  0.79356  -1.77777  -3.11623  0.04
H  -4.90138  -1.79061  -1.10832  0.02
H  -1.55864  1.75453  4.16042  0.03
H  0.94921  1.43711  -2.81748  0.10
H  -3.66920  -2.85656  0.37573  0.09
H  6.39751  1.39071  3.69696  0.11
H  -7.90215  1.78652  3.48546  0.11
H  1.55566  3.01542  2.15594  0.04
H  1.34758  -1.14478  4.01942  0.03
H  4.45337  2.17287  -4.48613  0.11
H  -1.44691  -0.43918  4.08228  0.08
H  -1.29669  2.69931  2.70588  0.02
H  -0.03846  -3.19105  2.24899  0.07
H  3.39228  -1.78253  -3.06123  0.09
H  -4.52659  -3.04499  2.65366  0.12
H  2.10960  0.31971  4.65354  0.03
H  1.11129  4.11386  -2.43570  0.11
H  2.97488  0.50242  -3.42689  0.09
H  4.47486  -2.70032  0.97699  0.09
H  6.29386  2.97507  -0.71003  0.11
H  -4.57993  4.34717  -4.34991  0.11
H  1.58784  -3.84677  2.47003  0.09
H  0.49535  -0.14149  5.18157  0.04
H  1.63358  -3.18435  -3.79664  0.08
H  -0.48172  2.13237  0.89926  0.04
H  2.09642  1.67684  1.14696  -0.01
H  -2.95029  4.55183  0.31207  0.09
H  3.28046  -1.33444  2.60545  0.09
H  -5.98817  3.33550  3.74598  0.11
H  0.07989  4.47818  0.08840  0.13
H  -2.25499  -3.93284  -3.07814  0.05
H  6.35819  2.36206  1.44216  0.11
H  5.56795  -4.76593  0.21134  0.11
H  4.85452  -0.45657  4.29347  0.11
H  -4.59003  -0.50092  -2.26531  -0.01
H  1.51598  -5.52887  -2.21549  0.11
H  -4.67652  -2.17894  -2.81148  0.05
H  -7.92617  0.15972  1.62287  0.11
H  1.35437  -2.15922  1.94284  0.01
H  -3.41523  -1.78373  4.51033  0.12
H  -0.26085  2.94737  4.11607  0.05
H  -4.13725  6.53601  -3.28860  0.11
H  4.45153  -3.87267  -3.82462  0.11
H  -1.42008  -4.05997  -1.52467  0.03
H  -1.62837  -1.25136  -4.10291  0.05
H  -3.32290  6.63193  -0.95575  0.11
H  -6.03629  0.06317  0.04113  0.08

=====

(2)
Computed, not measured: C36H90BF4N6NaO12 as an isolated structure at a distorted geometry, with wB97M-V/def2-TZVPD.

F_max: 3.30 eV Å⁻¹
spin multiplicity: 1
molar mass: 908.940 u
relative energy (zero: lowest compared OMol25 entry of this formula, charge and spin): 864.2 kJ/mol
highest occupied orbital energy: -0.3091 Ha

Each line ends with the Löwdin charge.
Cartesian coordinates (Å):
Na  -1.24151  -2.43213  -4.35175  0.79
F  1.09158  -1.13768  -1.66700  0.09
F  -0.12231  0.67541  -1.23568  0.07
F  0.07232  -0.57276  0.38069  0.10
F  1.95963  0.54688  -0.26832  0.09
O  -5.41158  4.02989  -3.74492  -0.21
O  -1.59366  -4.74824  -2.98710  -0.24
O  0.35701  -7.02328  6.97332  -0.22
O  -0.06393  6.96711  9.51365  -0.19
O  2.88595  -4.11616  -6.60971  -0.20
O  5.73151  -6.19293  2.08207  -0.18
O  -0.65933  5.26124  4.98973  -0.21
O  0.64888  -8.20931  1.01770  -0.21
O  2.60777  -1.53721  6.67788  -0.18
O  2.75116  3.70191  -6.38710  -0.20
O  -0.73519  7.50905  -2.54026  -0.22
O  -5.27642  3.98634  -10.37230  -0.17
N  -2.00425  6.35287  7.19801  -0.06
N  2.24266  -4.95450  2.34725  -0.06
N  -4.40139  3.95253  -7.19395  -0.08
N  0.50601  -5.10680  -5.01204  -0.05
N  0.84828  4.38829  -3.96008  -0.05
N  1.43229  -3.82157  8.29821  -0.06
C  1.87447  -4.96311  -4.54613  -0.22
C  0.67919  -4.60843  7.32070  -0.18
C  -5.30041  3.23558  -2.60776  -0.14
C  2.20523  3.84831  -3.94423  -0.21
C  2.74077  -0.84062  5.42714  -0.09
C  2.57921  -3.84608  -5.27175  -0.23
C  -2.88906  -4.39235  -2.49102  -0.09
C  -0.02799  -6.18461  -4.20083  -0.19
C  -2.21085  7.05727  8.44239  -0.21
C  3.69888  -3.25143  -7.34349  -0.10
C  0.55031  -9.46794  1.80293  -0.06
C  0.93319  -2.43442  8.35865  -0.19
C  -1.42524  6.45720  4.79777  -0.21
C  -0.49268  4.49173  3.72625  -0.06
C  -4.94817  3.33050  -4.88592  -0.20
C  3.75299  3.84498  -7.43926  -0.10
C  -4.46799  4.97675  -8.27663  -0.18
C  3.06355  4.40499  -5.13766  -0.19
C  1.29563  -1.47792  7.16898  -0.25
C  6.58654  -7.17617  2.59952  -0.12
C  0.65604  6.80647  10.74922  -0.10
C  -5.68964  4.81583  -9.24184  -0.19
C  1.37374  -5.80618  1.45584  -0.18
C  1.39691  -5.99811  7.02517  -0.20
C  -1.52378  -5.88166  -3.84518  -0.18
C  -5.51592  4.00271  -6.23905  -0.17
C  -1.40716  6.51968  9.63273  -0.23
C  -1.59001  7.23411  6.10537  -0.21
C  1.63513  -7.29986  1.52574  -0.24
C  3.65799  -5.03086  1.99569  -0.18
C  0.99117  -8.33268  6.76338  -0.08
C  -2.08212  7.90691  -2.09455  -0.04
C  0.92089  5.80391  -3.37935  -0.15
C  -0.53237  6.18641  -2.92547  -0.26
C  -6.20553  4.05902  -11.42025  -0.15
C  4.46277  -6.16795  2.65802  -0.25
B  0.83298  -0.17808  -0.69996  -1.33
H  -3.70668  -4.32928  -3.20909  0.09
H  1.89650  -2.99719  -5.30910  0.11
H  3.14191  5.48298  -5.27867  0.11
H  2.06385  -6.01354  6.16316  0.10
H  -6.27942  3.31913  -6.61035  0.10
H  3.97066  -3.59745  -8.34073  0.09
H  4.32747  4.77020  -7.48442  0.07
H  4.09071  4.17321  -4.85604  0.10
H  -1.02677  7.02766  3.95877  0.11
H  -6.42324  4.43394  -8.53184  0.10
H  1.79385  -7.59985  2.56155  0.10
H  -2.44890  7.90472  6.07890  0.11
H  -6.03487  5.80430  -9.54489  0.11
H  4.62130  -3.15446  -6.77093  0.09
H  3.47607  -3.55387  -4.72554  0.13
H  -0.14426  -2.28615  8.43096  0.12
H  -5.86619  3.55013  -12.32247  0.08
H  -6.45436  5.08859  -11.67749  0.08
H  0.87798  5.75835  10.94993  0.09
H  -1.88704  8.81640  -1.52633  0.08
H  -0.80373  7.91211  6.43727  0.11
H  2.14281  -6.26745  7.77295  0.10
H  1.33547  -5.42058  0.43704  0.11
H  0.01751  5.09621  2.97630  0.08
H  2.15556  -1.26549  4.61160  0.08
H  -3.19056  -5.02966  -1.65974  0.10
H  -1.17232  5.96968  -3.78081  0.11
H  0.29343  7.31380  11.64322  0.08
H  -0.33073  -9.87612  1.30769  0.08
H  6.14103  -8.17034  2.63467  0.08
H  -4.48337  3.03150  -7.60026  0.10
H  1.85667  -4.67810  -3.49420  0.14
H  3.77182  -0.99696  5.10995  0.09
H  1.37581  6.57119  -4.00578  0.11
H  -4.53713  5.97258  -7.83889  0.11
H  2.54961  -7.54333  0.98486  0.12
H  -2.19141  7.05235  -1.42680  0.08
H  1.51314  5.77292  -2.46481  0.10
H  4.55498  3.13436  -7.23945  0.08
H  1.45068  -8.29754  5.77559  0.07
H  2.26677  2.76185  -4.00680  0.12
H  2.62777  4.08775  -2.96839  0.10
H  -1.54391  5.44595  9.76117  0.12
H  4.08893  -7.17866  2.82183  0.10
H  0.39559  3.76533  -3.30657  0.10
H  1.62645  -8.57501  7.61531  0.08
H  0.55780  -6.31470  -3.29088  0.12
H  0.14209  -9.01615  6.75689  0.08
H  0.36670  -5.65560  1.84479  0.12
H  2.48102  -5.83202  -4.80146  0.14
H  -1.85886  -6.77570  -3.31936  0.13
H  -2.81876  7.99521  -2.89307  0.08
H  1.37319  -10.18252  1.82129  0.08
H  4.53623  -6.03227  3.73705  0.11
H  -1.48079  4.20975  3.36260  0.08
H  0.33908  -9.14995  2.82389  0.07
H  -2.40718  6.13059  4.45540  0.11
H  1.52877  7.37755  10.43250  0.09
H  -0.86387  5.46033  -2.18317  0.11
H  -4.33043  2.86581  -2.27532  0.09
H  1.40685  -1.98596  9.23193  0.10
H  -3.23491  7.11353  8.81148  0.11
H  0.02310  3.53299  3.78005  0.08
H  2.46774  0.21447  5.44595  0.09
H  2.34715  -3.68439  7.89286  0.09
H  0.63209  -1.72429  6.34005  0.10
H  -1.81510  6.96267  10.54128  0.11
H  0.93666  -0.49298  7.46755  0.12
H  0.77131  -4.22522  6.30444  0.11
H  -2.67385  -3.43167  -2.02317  0.09
H  1.83188  -4.03985  2.46889  0.10
H  -3.86286  3.26657  -4.80759  0.11
H  0.07077  -7.14844  -4.70022  0.12
H  -1.84436  8.07844  8.33753  0.11
H  -7.12834  3.49171  -11.29919  0.08
H  -5.65042  3.84303  -1.77314  0.09
H  0.61712  -5.27229  -6.00218  0.12
H  -6.01813  2.44878  -2.83995  0.09
H  7.54685  -7.16837  2.08391  0.09
H  -2.04158  -5.51006  -4.72944  0.12
H  3.28252  3.71137  -8.41337  0.08
H  3.67731  -5.09219  0.90759  0.11
H  -0.32969  -4.90088  7.61186  0.12
H  6.72667  -6.99887  3.66584  0.08
H  3.26725  -2.25055  -7.33836  0.09
H  -3.57498  4.92120  -8.89917  0.11
H  4.24005  -4.14883  2.26282  0.12
H  -5.25305  2.29217  -4.75548  0.09
H  -5.91316  4.99002  -6.00344  0.12
H  -1.17345  5.77854  7.19371  0.10

=====

(3)
Computed, not measured: a 2-piece molecular cluster, C4H12 overall at a distorted geometry, with wB97M-V/def2-TZVPD.

F_max: 1.49 eV Å⁻¹
spin multiplicity: 1
molar mass: 60.140 u
structure (SMILES): CC.CC
relative energy (zero: lowest compared OMol25 entry of this formula, charge and spin): 30.1 kJ/mol
highest occupied orbital energy: -0.4218 Ha

Each line ends with the natural charge from an NBO analysis.
Cartesian coordinates (Å):
C  0.27645  -1.15480  -1.67477  -0.61
C  0.15937  1.11153  1.50638  -0.62
C  -0.19898  -0.24610  2.11448  -0.62
C  -0.23056  0.25403  -2.01203  -0.60
H  -0.08127  -1.07393  1.42047  0.21
H  -0.79598  0.62438  -1.15945  0.20
H  0.03829  1.09926  0.42123  0.21
H  0.54351  0.99654  -2.19614  0.20
H  1.15613  1.42729  1.79249  0.21
H  -0.94071  0.20649  -2.83827  0.20
H  0.46017  -0.42878  2.97091  0.20
H  -0.55608  1.87677  1.81670  0.20
H  -0.54078  -1.71997  -1.24029  0.21
H  0.76201  -1.58638  -2.54495  0.21
H  1.12114  -1.09033  -0.98184  0.20
H  -1.17271  -0.29599  2.60509  0.21

=====

Q: The highest molar mass belongs to which entry?
A: C51H57AsN5OsSi2Te